[1]
Formula: C4H4O3
Source: the OMol25 dataset
Level of theory: ωB97M-V/def2-TZVPD

Computed properties:
HOMO-LUMO gap, eV: 10.4265
LUMO, eV: 0.25
SMILES: O=CC1(C=O)CO1
Energy above the lowest of the compared OMol25 structures with the same formula, charge and spin, kcal per mole: 52.1
Net charge: 0
Total energy, eV: -10352.95285
M, g/mol: 100.073

Element x y z (Å)
O (0.42744, -1.71635, 1.53945)
C (0.62003, -1.31845, 0.41912)
C (0.12589, 0.02838, -0.06996)
C (-0.48662, 0.04930, -1.43423)
O (-0.95417, -0.94414, -1.93613)
C (-0.25672, 1.05104, 0.90979)
O (0.98480, 1.12317, 0.23280)
H (1.20589, -1.90007, -0.31631)
H (-0.47703, 1.03566, -1.94125)
H (-0.98313, 1.81539, 0.63534)
H (-0.20638, 0.77608, 1.96138)

---

[2]
Formula: C4H4O3
Source: the OMol25 dataset
Level of theory: ωB97M-V/def2-TZVPD

Computed properties:
HOMO-LUMO gap, eV: 10.2282
LUMO, eV: 0.51
SMILES: O=C=C(C=O)CO
Energy above the lowest of the compared OMol25 structures with the same formula, charge and spin, kcal per mole: 47.7
Net charge: 0
Total energy, eV: -10353.14509
M, g/mol: 100.073

Element x y z (Å)
O (-0.21800, -2.56987, 1.20937)
C (-0.16622, -1.44981, 0.89557)
C (-0.04831, -0.22725, 0.39959)
C (-0.94194, 0.78057, 1.02363)
O (-1.60102, 0.60290, 2.03014)
C (0.93907, 0.05992, -0.72023)
O (0.23763, 0.72391, -1.77160)
H (-0.91866, 1.77070, 0.63058)
H (1.33494, -0.80270, -1.16484)
H (1.75728, 0.93718, -0.36556)
H (-0.37476, 0.17446, -2.16664)

---

[3]
Formula: C4H4O3
Source: the OMol25 dataset
Level of theory: ωB97M-V/def2-TZVPD

Computed properties:
HOMO-LUMO gap, eV: 9.2725
LUMO, eV: -0.09
Energy above the lowest of the compared OMol25 structures with the same formula, charge and spin, kcal per mole: 80.1
Net charge: 0
Total energy, eV: -10351.73729
M, g/mol: 100.073

Element x y z (Å)
C (0.83207, 1.65031, 0.49329)
C (-0.24842, 1.03308, -0.35404)
O (-0.99713, 1.63072, -1.10748)
C (-0.23748, -0.42597, -0.49430)
O (-1.08838, -1.11518, 0.20264)
C (-0.64229, -2.44633, -0.17907)
O (-0.08933, -3.14434, 0.58702)
H (0.68593, 1.38126, 1.54494)
H (0.80481, 2.73409, 0.37214)
H (1.81376, 1.26745, 0.18866)
H (-0.83352, -2.56509, -1.25379)